DFT (the ωB97M-V functional and the def2-TZVPD basis) results for a cluster of 5 separate species, C25H18IO18Si in total.

```
63
C25H18IO18Si (the ωB97M-V functional and the def2-TZVPD basis)
O -0.48 -0.23 -7.73
C -1.15 -0.28 -8.79
O -0.83 -0.52 -9.93
Si -3.03 0.04 -8.64
I -4.15 -2.18 -8.50
H -3.42 0.86 -7.47
H -3.54 0.64 -9.89
C -6.86 0.05 -2.70
C -6.35 -0.55 -3.79
C -5.95 0.23 -5.02
O -5.50 -0.41 -5.94
C -6.15 1.67 -5.03
C -6.66 2.26 -3.94
C -7.04 1.48 -2.71
O -7.47 2.12 -1.76
O -6.88 3.56 -3.83
O -6.15 -1.84 -3.91
H -7.14 -0.50 -1.82
H -5.87 2.22 -5.92
H -7.25 3.70 -2.94
H -5.76 -1.97 -4.80
C -0.33 0.70 -1.42
C -1.26 1.37 -2.10
C -1.48 1.17 -3.58
O -2.37 1.83 -4.08
C -0.63 0.24 -4.29
C 0.31 -0.43 -3.60
C 0.51 -0.24 -2.12
O 1.38 -0.91 -1.58
O 1.14 -1.29 -4.14
O -2.07 2.26 -1.57
H -0.17 0.84 -0.36
H -0.77 0.11 -5.37
H 1.70 -1.63 -3.42
H -2.64 2.57 -2.30
C 3.72 -0.95 1.14
C 3.87 0.01 2.06
C 4.60 -0.24 3.36
O 4.70 0.71 4.12
C 5.13 -1.56 3.62
C 4.97 -2.52 2.69
C 4.26 -2.27 1.39
O 4.20 -3.20 0.62
O 5.41 -3.75 2.83
O 3.41 1.24 1.93
H 3.19 -0.78 0.20
H 5.64 -1.72 4.56
H 5.16 -4.21 2.01
H 3.67 1.71 2.74
C 3.17 -0.65 9.85
C 3.69 -1.36 8.84
C 4.31 -0.71 7.63
O 4.77 -1.46 6.78
C 4.31 0.73 7.54
C 3.79 1.45 8.54
C 3.19 0.80 9.77
O 2.76 1.54 10.63
O 3.74 2.76 8.56
O 3.71 -2.68 8.81
H 2.73 -1.10 10.72
H 4.74 1.18 6.65
H 3.32 3.01 9.40
H 4.15 -2.93 7.98
```

Output
Electronic energy, Ha: -2905.07372
Net charge: -1

Atom charges from the Mulliken analysis, given in e for atoms 1 to 6: -0.6397 0.4116 -0.6259 0.3932 -0.2324 -0.1798

DFT (the ωB97M-V functional and the def2-TZVPD basis) results for a structure of composition C25H19Cl2N2O11Pb.

```
60
C25H19Cl2N2O11Pb (the ωB97M-V functional and the def2-TZVPD basis)
Pb -1.18 -0.79 -0.60
O -3.83 -1.31 3.22
C -3.23 -0.98 2.09
O -2.63 -1.79 1.42
C -3.36 0.45 1.72
C -4.00 1.40 2.50
C -4.01 2.72 2.06
C -3.36 3.04 0.89
C -2.73 2.03 0.16
N -2.75 0.77 0.57
C -1.93 2.37 -1.13
O -2.04 3.51 -1.54
O -1.23 1.44 -1.60
H -3.63 -2.23 3.44
H -4.48 1.12 3.42
H -4.51 3.49 2.65
H -3.28 4.05 0.51
O -2.41 -4.07 -3.44
C -1.83 -3.43 -2.34
O -2.39 -2.29 -2.06
C -0.31 -3.42 -2.58
O 0.35 -3.03 -1.39
C 0.18 -3.97 -0.35
C -1.20 -4.61 -0.25
O -1.46 -5.35 0.67
O -2.07 -4.41 -1.21
H -3.34 -3.82 -3.45
H -0.08 -2.68 -3.34
H 0.03 -4.42 -2.91
H 0.42 -3.46 0.58
H 0.89 -4.81 -0.49
Cl 1.88 2.83 -1.91
C 2.50 1.25 -2.21
C 2.92 0.92 -3.48
C 3.34 -0.36 -3.77
C 3.34 -1.33 -2.78
C 2.94 -0.99 -1.50
Cl 3.03 -2.18 -0.25
C 2.51 0.30 -1.17
N 2.06 0.58 0.10
C 2.36 1.70 0.85
C 3.56 2.39 0.65
C 3.90 3.45 1.46
C 3.07 3.82 2.50
C 1.88 3.15 2.70
C 1.49 2.10 1.88
C 0.12 1.51 2.01
C 0.02 0.01 2.43
O -0.30 -0.23 3.59
O 0.23 -0.85 1.52
H 2.89 1.68 -4.25
H 3.68 -0.61 -4.77
H 3.66 -2.34 -2.99
H 1.54 -0.16 0.59
H 4.21 2.07 -0.15
H 4.83 3.97 1.28
H 3.35 4.64 3.15
H 1.22 3.46 3.50
H -0.38 1.59 1.04
H -0.45 2.08 2.75
```

Output
ΔE to the lowest compared entry with this formula, charge and spin, kcal per mole: 24.0
Electronic energy, Ha: -3014.70593
Net charge: -1

Atom charges from the Mulliken analysis, given in e for atoms 1 to 6: 1.5701 -0.5052 0.1033 -0.3859 0.4094 -0.4656

DFT (the ωB97M-V functional and the def2-TZVPD basis) results for a cluster of 15 separate species, C25H19Cl56FN3O2S in total.

```
107
C25H19Cl56FN3O2S (the ωB97M-V functional and the def2-TZVPD basis)
C -1.08 0.36 0.80
C -1.05 1.08 -0.71
C -1.28 2.70 -0.41
C 0.45 0.82 -1.34
C 0.46 0.19 -2.86
C 0.09 -1.43 -2.92
C 1.08 -2.51 -2.19
C 2.47 -2.20 -1.39
C 3.68 -1.64 -2.39
N 4.38 -0.53 -1.64
C 0.50 -4.07 -2.36
N -0.78 -4.21 -3.13
N -1.59 -3.33 -3.76
C -1.25 -1.89 -3.72
S -2.41 -0.69 -4.65
O -3.70 -1.52 -5.03
O -2.82 0.53 -3.80
F -1.67 -0.29 -6.17
H -2.11 0.64 1.29
H -0.88 -0.80 0.73
H -0.25 0.83 1.52
H -1.90 0.61 -1.36
H -0.26 3.24 -0.12
H -1.94 2.75 0.58
H -1.86 3.24 -1.27
H 1.05 0.21 -0.55
H 0.97 1.89 -1.39
H 1.56 0.33 -3.30
H -0.25 0.86 -3.52
H 2.87 -3.25 -1.00
H 2.37 -1.52 -0.44
H 4.44 -2.54 -2.57
H 3.25 -1.32 -3.45
H 4.65 -0.95 -0.72
H 3.63 0.18 -1.40
H 1.08 -5.00 -1.89
H -1.12 -5.22 -3.18
C 7.44 -1.43 1.12
Cl 8.19 -2.45 -0.14
Cl 5.77 -1.99 1.42
Cl 8.38 -1.56 2.63
Cl 7.42 0.27 0.58
C 3.77 -3.95 4.37
Cl 4.57 -5.51 4.01
Cl 3.24 -3.20 2.85
Cl 2.36 -4.24 5.42
Cl 4.92 -2.87 5.20
C -3.33 -7.04 -5.03
Cl -2.58 -8.05 -6.29
Cl -4.99 -7.59 -4.73
Cl -2.38 -7.17 -3.52
Cl -3.35 -5.34 -5.57
C -0.73 4.54 3.58
Cl -2.35 4.71 2.85
Cl -0.90 4.22 5.32
Cl 0.12 3.19 2.80
Cl 0.19 6.05 3.34
C 2.34 -0.81 -6.95
Cl 3.14 -2.36 -7.31
Cl 1.81 -0.06 -8.47
Cl 0.93 -1.10 -5.90
Cl 3.49 0.27 -6.12
C -3.70 1.12 4.24
Cl -3.58 2.31 5.56
Cl -4.44 -0.38 4.86
Cl -4.70 1.78 2.93
Cl -2.06 0.76 3.62
C 9.56 1.17 -2.82
Cl 10.71 2.03 -1.76
Cl 9.06 -0.35 -2.04
Cl 8.14 2.20 -3.10
Cl 10.35 0.81 -4.37
C -7.25 -3.86 4.50
Cl -6.45 -5.41 4.14
Cl -7.78 -3.11 2.98
Cl -8.66 -4.15 5.55
Cl -6.10 -2.78 5.33
C 4.18 3.57 -2.75
Cl 5.25 2.56 -1.75
Cl 3.97 2.82 -4.35
Cl 2.60 3.73 -1.95
Cl 4.91 5.19 -2.94
C -2.48 7.82 7.17
Cl -1.34 8.68 8.23
Cl -2.99 6.30 7.95
Cl -3.91 8.85 6.89
Cl -1.69 7.46 5.61
C 2.01 8.95 10.86
Cl 2.50 8.73 9.16
Cl 0.86 7.67 11.32
Cl 3.44 8.86 11.91
Cl 1.23 10.54 11.05
C -0.70 -4.48 1.76
Cl 0.08 -5.92 2.47
Cl -2.46 -4.71 1.73
Cl -0.31 -3.04 2.74
Cl -0.10 -4.25 0.10
C -8.64 3.21 3.39
Cl -8.16 1.50 3.48
Cl -7.21 4.24 3.67
Cl -9.32 3.56 1.78
Cl -9.86 3.55 4.64
C -4.65 -3.92 -9.51
Cl -4.34 -2.93 -8.06
Cl -6.39 -3.86 -9.91
Cl -3.71 -3.28 -10.88
Cl -4.17 -5.60 -9.20
```

Output
Electronic energy, Ha: -27546.68240
Net charge: +1

Atom charges from the Mulliken analysis, given in e for atoms 1 to 6: -0.9508 0.7662 -0.5956 0.6690 -0.1207 0.6447

DFT (the ωB97M-V functional and the def2-TZVPD basis) results for a structure of composition C25H19CoF3N4O7PS.

```
61
C25H19CoF3N4O7PS (the ωB97M-V functional and the def2-TZVPD basis)
Co -15.52 11.63 -1.52
O -17.50 9.40 -1.84
N -16.22 9.59 -1.42
C -15.82 8.56 -0.83
C -14.39 8.41 -0.47
C -13.98 7.10 -0.54
C -12.62 6.77 -0.46
C -11.70 7.82 -0.34
C -12.14 9.11 -0.17
C -13.48 9.41 -0.24
P -13.92 11.13 -0.05
C -12.37 12.14 0.19
C -12.15 13.24 -0.67
C -11.04 14.02 -0.52
C -10.04 13.74 0.45
C -10.25 12.64 1.29
C -11.38 11.90 1.24
C -14.83 11.22 1.53
C -14.26 11.96 2.73
C -14.98 11.90 4.10
C -16.18 11.34 4.19
C -16.75 10.62 3.02
C -16.05 10.60 1.77
H -17.91 10.28 -1.95
H -16.50 7.71 -0.82
H -14.73 6.27 -0.52
H -12.46 5.69 -0.51
H -10.62 7.63 -0.35
H -11.42 9.87 -0.13
H -12.92 13.43 -1.39
H -10.99 14.87 -1.22
H -9.12 14.32 0.42
H -9.46 12.37 1.95
H -11.41 11.05 1.93
H -13.24 11.63 2.90
H -14.59 12.47 4.92
H -16.83 11.30 5.09
H -17.72 10.22 3.19
H -16.57 10.25 0.92
F -20.63 12.36 -3.48
C -19.31 12.44 -3.85
F -18.89 11.24 -4.15
F -19.27 13.23 -4.96
S -18.22 12.98 -2.43
O -18.30 14.42 -2.30
O -16.89 12.48 -2.86
O -18.77 12.12 -1.36
C -18.19 13.94 1.92
O -16.77 14.08 1.97
C -16.03 13.73 0.92
O -16.36 13.44 -0.19
H -18.71 14.61 1.19
H -18.37 14.26 2.97
H -18.46 12.89 1.74
O -14.64 13.86 1.14
N -14.15 13.47 2.39
C -13.07 14.18 2.82
C -12.23 13.62 3.77
N -11.35 13.27 4.41
C -12.74 15.43 2.26
N -12.29 16.45 1.88
```

Output
<S²>: 6.0728
ΔE to the lowest compared entry with this formula, charge and spin, kcal per mole: 51.2
Electronic energy, Ha: -4131.43836
Spin multiplicity: 5

Atom charges from the Mulliken analysis, given in e for atoms 1 to 6: 0.0182 -0.4615 0.0409 -0.7435 1.1126 -0.9718